1.
Below is a structure of composition C10H28Ag3NO13P2 in a non-equilibrium geometry, with properties calculated with ωB97M-V/def2-TZVPD.

Each line ends with the Löwdin charge.
Atoms and positions in Å:
Ag  -1.562  -1.070  -3.459  0.859
Ag  -0.073  -2.937  -0.873  0.860
Ag  -2.770  -1.217  0.566  0.832
N  0.070  -0.176  -1.016  -0.573
O  -0.624  0.368  -1.900  -0.081
O  -0.502  -0.595  0.069  -0.164
O  1.250  -0.404  -1.144  0.037
C  0.180  3.329  5.096  -0.047
O  1.163  2.273  5.223  -0.189
P  1.679  1.389  4.038  0.355
O  3.084  1.013  4.012  -0.197
O  0.752  0.090  4.252  -0.204
C  0.906  -0.931  3.292  -0.129
O  1.096  2.076  2.717  -0.232
C  1.971  2.245  1.589  -0.082
H  -0.377  3.285  6.028  0.097
H  -0.492  3.029  4.293  0.065
H  0.635  4.299  4.929  0.098
H  0.893  -1.937  3.703  0.096
H  1.714  -0.729  2.587  0.083
H  0.034  -0.936  2.615  0.041
H  2.674  1.425  1.442  0.083
H  2.469  3.208  1.587  0.099
H  1.309  2.136  0.725  0.074
C  4.242  -2.745  -2.084  -0.025
O  2.895  -2.258  -2.246  -0.221
P  2.011  -2.366  -3.519  0.336
O  0.548  -2.368  -3.212  -0.345
O  2.470  -1.229  -4.502  -0.181
C  2.419  0.165  -4.098  -0.039
O  2.560  -3.643  -4.229  -0.188
C  2.139  -4.003  -5.555  -0.053
H  4.855  -1.852  -1.970  0.105
H  4.623  -3.300  -2.937  0.097
H  4.357  -3.353  -1.191  0.101
H  2.103  0.302  -3.070  0.059
H  1.752  0.702  -4.773  0.097
H  3.415  0.559  -4.279  0.105
H  1.182  -3.596  -5.878  0.093
H  2.025  -5.088  -5.573  0.101
H  2.940  -3.814  -6.266  0.106
C  -2.689  0.949  3.035  -0.032
O  -3.585  0.424  2.032  -0.273
C  -4.548  1.314  1.515  -0.206
C  -5.155  0.635  0.290  -0.192
O  -4.182  0.370  -0.709  -0.257
C  -3.495  1.539  -1.188  -0.071
H  -3.197  1.218  3.958  0.109
H  -2.162  1.797  2.587  0.096
H  -1.928  0.187  3.182  0.073
H  -4.249  2.350  1.329  0.136
H  -5.371  1.407  2.237  0.146
H  -5.970  1.296  -0.027  0.143
H  -5.621  -0.306  0.581  0.132
H  -2.665  1.703  -0.491  0.085
H  -4.092  2.449  -1.146  0.109
H  -3.104  1.325  -2.176  0.072

Output
**Frontier orbital gap**: 0.2142 hartree
**HOMO level**: -0.531 hartree
**Net charge**: +2


2.
Below is a structure of composition C13H32AuIO2P2Si in a non-equilibrium geometry, with properties calculated with ωB97M-V/def2-TZVPD.

Each line ends with the Löwdin charge.
Atoms and positions in Å:
C  0.000  -0.064  -7.566  -0.047
C  0.009  0.697  -6.270  -0.694
H  0.002  0.625  -8.417  0.121
H  -0.896  -0.680  -7.642  0.105
H  0.887  -0.692  -7.646  0.105
O  0.018  1.888  -6.106  0.139
I  0.003  -0.604  -4.494  1.344
Au  0.070  0.124  0.315  0.551
P  2.335  -0.176  -0.143  0.653
C  3.249  1.132  0.713  -0.246
C  2.995  -1.734  0.495  -0.244
H  4.080  -1.752  0.322  0.067
H  3.963  -0.279  -1.908  0.066
H  2.529  -2.570  -0.043  0.061
H  2.357  -0.859  -2.473  -0.017
H  2.987  1.134  1.782  0.033
H  2.792  -1.832  1.569  0.015
C  2.878  -0.103  -1.871  -0.282
H  4.328  0.942  0.593  0.070
H  2.651  0.883  -2.297  0.048
H  2.987  2.104  0.270  0.055
P  -2.249  -0.157  -0.123  0.679
C  -3.179  1.176  0.700  -0.251
C  -2.831  -0.062  -1.844  -0.287
H  -2.605  -2.546  -0.003  0.060
H  -4.125  -1.657  0.264  0.064
H  -2.924  -1.762  1.571  0.041
C  -3.051  -1.671  0.488  -0.250
H  -2.335  -0.825  -2.455  -0.020
H  -3.918  -0.215  -1.896  0.066
H  -4.263  1.021  0.585  0.067
H  -2.900  2.145  0.263  0.048
H  -2.593  0.918  -2.268  0.044
H  -2.936  1.175  1.772  0.056
C  -0.008  2.110  0.636  -0.211
O  -0.103  3.227  0.922  0.135
C  2.518  -0.975  3.981  -0.188
Si  0.668  -0.616  3.850  0.409
C  -0.285  -1.682  5.060  -0.167
C  0.471  1.201  4.252  -0.187
C  -0.055  -1.050  2.173  -0.320
H  2.861  -0.738  5.007  0.054
H  3.120  -0.361  3.291  0.006
H  2.731  -2.041  3.780  0.040
H  0.033  -1.484  6.088  0.047
H  -1.353  -1.466  4.974  0.035
H  -0.143  -2.744  4.838  0.042
H  1.181  1.806  3.664  0.022
H  -0.550  1.539  4.008  0.031
H  0.661  1.368  5.331  0.052
H  0.336  -2.003  1.777  0.005
H  -1.136  -1.203  2.326  -0.029

Output
**Frontier orbital gap (alpha / beta)**: 0.2072 / 0.0887 hartree
**Spin multiplicity**: 3
**HOMO level (alpha / beta)**: -0.481 / -0.523 hartree
**Net charge**: +2


3.
Below is the molecule C4H8N2, with properties calculated with ωB97M-V/def2-TZVPD.

Each line ends with the Löwdin charge.
Atoms and positions in Å:
C  1.560  0.276  -0.830  -0.083
N  1.630  0.129  0.635  0.013
C  0.530  -0.527  -0.146  -0.265
C  -0.636  0.290  0.344  -0.329
C  -1.932  0.137  -0.366  -0.222
N  -1.711  -0.565  0.899  -0.043
H  2.361  -0.210  -1.377  0.113
H  1.289  1.280  -1.147  0.116
H  2.398  -0.382  1.066  0.147
H  0.564  -1.614  -0.208  0.145
H  0.825  0.842  1.062  0.167
H  -2.041  -0.526  -1.228  0.088
H  -2.607  0.993  -0.391  0.083
H  -2.170  -0.061  1.654  0.069

Output
**Frontier orbital gap**: 0.2966 hartree
**HOMO level**: -0.267 hartree


4.
Below is a structure of composition C9H19HgO5S2 in a non-equilibrium geometry, with properties calculated with ωB97M-V/def2-TZVPD.

Each line ends with the Löwdin charge.
Atoms and positions in Å:
Hg  16.303  26.235  6.860  1.456
C  17.312  23.121  7.244  -0.095
O  16.285  23.975  6.916  -0.123
H  17.198  22.053  7.054  0.124
H  18.211  23.417  6.704  0.128
H  17.514  23.231  8.309  0.141
C  14.200  22.297  3.060  -0.174
C  14.689  21.921  4.511  -0.233
C  13.649  22.439  5.459  -0.245
S  12.073  21.881  4.634  0.766
O  10.952  22.844  4.801  -0.333
O  11.787  20.423  4.785  -0.299
C  12.656  22.165  2.940  -0.188
H  14.743  21.699  2.328  0.116
H  14.484  23.283  2.693  0.108
H  15.711  22.195  4.773  0.088
H  14.840  20.869  4.751  0.124
H  13.713  23.522  5.566  0.085
H  13.559  21.971  6.439  0.098
H  12.259  23.170  2.797  0.096
H  12.216  21.494  2.202  0.123
C  13.443  23.947  10.378  -0.217
C  14.815  24.267  10.985  -0.148
C  14.880  25.875  11.208  -0.157
S  14.002  26.510  9.767  0.767
O  14.978  26.646  8.668  -0.488
O  13.207  27.628  10.277  -0.256
C  12.886  25.061  9.536  -0.185
H  12.698  23.675  11.126  0.134
H  13.564  23.037  9.791  0.120
H  15.624  23.937  10.335  0.090
H  14.824  23.739  11.939  0.126
H  15.755  26.508  11.359  0.114
H  14.184  26.207  11.978  0.113
H  12.800  24.918  8.459  0.099
H  11.853  25.289  9.796  0.126

Output
**Frontier orbital gap (alpha / beta)**: 0.0858 / 0.0877 hartree
**Spin multiplicity**: 2
**HOMO level (alpha / beta)**: -0.557 / -0.556 hartree
**Net charge**: +2


5.
Below is a structure of composition CH5NO in a non-equilibrium geometry, with properties calculated with ωB97M-V/def2-TZVPD.

Each line ends with the Löwdin charge.
Atoms and positions in Å:
N  -0.186  -0.815  0.614  0.005
C  0.191  -0.040  -0.472  -0.208
O  0.652  1.533  0.201  -0.132
H  -0.933  -1.504  0.637  0.087
H  -0.330  -0.236  1.438  0.090
H  -0.460  0.024  -1.364  0.130
H  1.209  -0.202  -0.802  0.101
H  -0.143  1.240  -0.253  -0.074

Output
**Frontier orbital gap**: 0.3932 hartree
**HOMO level**: -0.358 hartree


6.
Below is a structure of composition C2H2FLiO2Y in a non-equilibrium geometry, with properties calculated with ωB97M-V/def2-TZVPD.

Each line ends with the Löwdin charge.
Atoms and positions in Å:
F  -1.590  -0.869  -1.186  -0.102
C  -0.353  -0.296  -0.826  -0.371
C  0.281  0.272  -1.893  -0.090
H  1.366  0.400  -1.850  0.038
H  -0.223  0.388  -2.862  0.062
O  -0.575  -0.491  1.988  -0.516
O  0.226  0.491  2.817  -0.587
Li  1.121  -1.255  2.821  0.838
Y  -0.252  1.360  0.991  1.729

Output
**Frontier orbital gap**: 0.2458 hartree
**HOMO level**: -0.445 hartree
**Net charge**: +1


7.
Below is a cluster of 5 separate species, C29H68NO15S in total in a non-equilibrium geometry, with properties calculated with ωB97M-V/def2-TZVPD.

Each line ends with the Löwdin charge.
Atoms and positions in Å:
C  -1.477  -0.613  6.037  -0.097
S  -0.815  -1.105  4.417  0.739
O  -1.773  -2.041  3.766  -0.319
O  0.449  -1.862  4.660  -0.331
C  -0.542  0.287  3.252  -0.249
C  -1.061  1.670  3.718  -0.160
O  -0.430  2.156  4.875  -0.105
C  0.987  2.208  4.782  -0.137
C  1.654  0.973  4.114  -0.081
N  0.913  0.467  2.928  0.092
H  -2.312  0.075  5.855  0.075
H  -0.696  -0.128  6.630  0.077
H  -1.847  -1.501  6.556  0.093
H  -1.039  0.011  2.310  0.139
H  -2.130  1.602  3.940  0.148
H  -0.946  2.360  2.859  0.152
H  1.355  2.243  5.813  0.145
H  1.363  3.128  4.303  0.138
H  2.658  1.247  3.758  0.146
H  1.815  0.205  4.876  0.130
H  1.282  -0.409  2.549  0.194
H  0.959  1.202  2.220  0.192
C  6.280  -1.414  -0.763  -0.106
O  6.942  -0.578  0.166  -0.194
C  6.193  0.568  0.525  -0.202
C  6.302  0.862  2.013  -0.181
O  5.620  -0.060  2.861  -0.150
C  6.169  -1.374  2.982  -0.176
C  7.508  -1.444  3.694  -0.198
O  8.552  -0.964  2.866  -0.201
C  9.568  -0.284  3.577  -0.104
H  6.276  -0.959  -1.758  0.091
H  6.821  -2.358  -0.809  0.093
H  5.253  -1.626  -0.444  0.083
H  5.136  0.446  0.260  0.115
H  6.594  1.420  -0.036  0.130
H  5.816  1.826  2.190  0.121
H  7.340  0.982  2.320  0.118
H  6.209  -1.873  2.015  0.115
H  5.447  -1.927  3.589  0.124
H  7.728  -2.489  3.944  0.131
H  7.450  -0.868  4.625  0.125
H  9.145  0.447  4.274  0.086
H  10.179  0.252  2.852  0.091
H  10.203  -0.993  4.117  0.091
C  -2.584  2.471  -3.315  -0.106
O  -2.974  1.305  -2.611  -0.207
C  -3.762  0.418  -3.394  -0.192
C  -3.371  -1.032  -3.167  -0.177
O  -2.108  -1.405  -3.710  -0.120
C  -0.935  -0.909  -3.081  -0.178
C  -0.671  -1.474  -1.696  -0.190
O  -1.557  -0.918  -0.731  -0.211
C  -1.932  -1.832  0.280  -0.109
H  -3.434  3.147  -3.441  0.086
H  -1.817  2.979  -2.732  0.082
H  -2.156  2.219  -4.291  0.092
H  -3.670  0.650  -4.460  0.127
H  -4.809  0.555  -3.100  0.129
H  -4.101  -1.652  -3.692  0.130
H  -3.441  -1.305  -2.114  0.114
H  -0.921  0.181  -3.078  0.115
H  -0.113  -1.230  -3.724  0.131
H  0.355  -1.225  -1.395  0.121
H  -0.769  -2.565  -1.730  0.119
H  -2.237  -2.795  -0.140  0.087
H  -2.786  -1.412  0.813  0.094
H  -1.108  -1.976  0.990  0.070
C  -3.592  -9.696  0.711  -0.109
O  -3.450  -8.323  0.407  -0.199
C  -2.550  -7.648  1.271  -0.199
C  -1.669  -6.673  0.509  -0.184
O  -0.683  -7.276  -0.320  -0.125
C  -1.116  -7.933  -1.508  -0.174
C  -1.673  -7.014  -2.581  -0.194
O  -2.969  -6.549  -2.237  -0.197
C  -3.217  -5.227  -2.660  -0.111
H  -4.180  -9.832  1.624  0.089
H  -4.115  -10.170  -0.120  0.090
H  -2.616  -10.182  0.819  0.088
H  -1.914  -8.358  1.809  0.124
H  -3.146  -7.092  2.005  0.126
H  -1.104  -6.100  1.251  0.123
H  -2.264  -5.950  -0.050  0.110
H  -1.809  -8.742  -1.280  0.116
H  -0.215  -8.399  -1.915  0.128
H  -1.754  -7.566  -3.525  0.129
H  -0.983  -6.175  -2.725  0.123
H  -2.387  -4.565  -2.390  0.067
H  -4.112  -4.874  -2.146  0.091
H  -3.393  -5.190  -3.740  0.093
C  -1.406  9.189  -5.379  -0.110
O  -2.386  8.815  -4.431  -0.200
C  -3.189  7.726  -4.857  -0.195
C  -3.451  6.749  -3.723  -0.174
O  -2.320  5.980  -3.321  -0.138
C  -1.277  6.652  -2.626  -0.178
C  -1.644  7.144  -1.237  -0.204
O  -2.481  8.285  -1.299  -0.198
C  -3.440  8.338  -0.264  -0.110
H  -1.866  9.706  -6.227  0.090
H  -0.708  9.868  -4.889  0.089
H  -0.842  8.319  -5.732  0.087
H  -2.719  7.191  -5.688  0.124
H  -4.147  8.132  -5.204  0.129
H  -4.178  6.018  -4.085  0.125
H  -3.913  7.243  -2.869  0.116
H  -0.855  7.454  -3.231  0.116
H  -0.489  5.903  -2.510  0.123
H  -0.730  7.428  -0.701  0.125
H  -2.134  6.331  -0.687  0.120
H  -3.960  7.380  -0.153  0.085
H  -4.178  9.094  -0.534  0.092
H  -2.973  8.625  0.683  0.087

Output
**Frontier orbital gap**: 0.2601 hartree
**HOMO level**: -0.385 hartree
**Net charge**: +1


8.
Below is a structure of composition N3O6P in a non-equilibrium geometry, with properties calculated with ωB97M-V/def2-TZVPD.

Each line ends with the Löwdin charge.
Atoms and positions in Å:
N  -1.493  1.108  -0.468  -0.380
N  -1.236  -0.093  -0.097  -0.333
N  2.028  -1.176  -0.063  -0.201
O  -2.108  1.581  -1.377  0.090
O  -0.810  1.871  0.482  -0.225
O  2.033  -2.190  0.441  0.311
O  -1.472  -1.146  -0.718  -0.082
O  2.447  -0.451  -0.835  0.301
O  1.001  -0.023  1.166  -0.418
P  -0.390  0.520  1.468  0.936

Output
**Frontier orbital gap**: 0.2000 hartree
**HOMO level**: -0.308 hartree